Entry 1:
# C38H29BrCl5N8O4STb

A structure of composition C38H29BrCl5N8O4STb (the ωB97M-V functional and the def2-TZVPD basis, the Open Molecules 2025 dataset).

```
87
Properties=species:S:1:pos:R:3:forces:R:3:mulliken_spin:R:1
Tb -0.05815 -1.00580 1.05712 0.04 0.62 -0.19 5.963
Br 4.35675 -4.11534 6.50562 0.18 -0.05 0.48 0.000
C 2.93298 -3.31816 5.59482 0.20 1.04 -1.27 0.001
C 1.60969 -3.69228 5.81119 -0.65 0.22 0.15 0.000
C 0.57097 -3.20156 5.04335 -0.55 0.15 -0.72 0.000
C 0.79912 -2.31927 3.91632 -0.31 0.13 1.16 -0.002
O -0.17810 -1.80513 3.20823 0.93 -0.68 -0.36 0.008
C 2.17198 -1.99731 3.69885 0.18 -1.02 -0.28 0.008
C 2.68525 -1.41648 2.51246 -0.13 2.60 -1.08 -0.003
N 2.05119 -0.39636 1.87844 0.31 -1.81 1.57 0.005
C 2.71108 0.63816 1.26870 2.82 0.67 -0.81 0.004
C 4.09885 0.87592 1.49465 -1.75 -0.40 -0.11 -0.001
C 4.77796 1.78219 0.68920 -0.81 0.87 -0.32 0.000
C 4.12056 2.51828 -0.28042 0.39 -0.26 -0.01 0.001
C 2.72736 2.46988 -0.47564 -0.46 -0.06 1.99 0.001
C 1.93206 3.42229 -1.17428 -0.92 0.58 -0.59 0.000
C 0.53273 3.40516 -1.06017 1.60 0.18 0.35 0.000
C -0.02405 2.34584 -0.31858 0.15 0.22 -0.64 0.000
N 0.70085 1.43173 0.28162 -1.27 -0.41 1.01 0.016
C 2.02230 1.57275 0.41003 0.94 -0.80 -1.50 0.001
C 3.20632 -2.43677 4.56318 0.85 -0.65 0.61 -0.001
H 1.40593 -4.31125 6.67127 -0.19 -0.31 -0.08 0.000
H -0.46843 -3.53389 5.23619 0.78 0.37 -0.09 0.000
H 3.69928 -1.82141 2.22832 -0.73 1.19 0.07 0.000
H 4.60511 0.38852 2.32314 -0.06 -0.11 -0.24 0.000
H 5.79497 2.03983 0.90674 0.46 -0.20 -0.09 0.000
H 4.69939 3.18892 -0.86594 0.36 0.61 -0.44 0.000
H 2.37241 4.23384 -1.80057 -0.09 -0.90 0.65 0.000
H -0.06314 4.22982 -1.47111 0.18 -0.68 0.01 0.000
H -1.09744 2.20518 -0.29856 -0.02 0.06 0.18 -0.001
H 4.25972 -2.04024 4.45760 -1.31 -0.73 -0.24 0.000
Cl -1.86162 -3.08647 0.45350 0.42 -0.39 -0.15 -0.006
C -0.24111 -3.88008 0.56034 2.37 -0.33 1.44 -0.003
C 0.89491 -3.17323 0.16386 -1.43 -0.07 -0.56 0.006
C 2.12301 -3.86436 0.17261 -1.29 -1.06 1.10 -0.005
Cl 3.47911 -3.23060 -0.68463 0.21 0.37 0.03 -0.001
C 2.25013 -5.08003 0.85410 -1.36 -0.14 0.32 0.002
Cl 3.71361 -5.95123 0.72528 0.11 -0.34 0.45 0.000
C 1.11076 -5.63082 1.61762 1.18 1.75 -1.42 -0.003
Cl 1.28141 -6.82925 2.80004 0.35 -0.53 0.04 0.000
C -0.11436 -5.03112 1.42614 -0.84 1.09 -1.23 0.002
Cl -1.55151 -5.56276 2.17626 -0.11 -0.59 0.50 0.000
C -5.90124 1.03587 1.35852 0.67 0.00 -0.66 0.000
C -5.22914 -0.01781 0.46221 -1.25 -0.99 0.14 0.000
N -3.80613 -0.06543 0.65160 1.94 0.28 0.84 0.002
C -3.04507 0.72113 1.50512 0.41 -0.65 -0.16 -0.002
N -1.79095 0.39531 1.83871 -1.79 0.78 0.06 0.004
C -1.11661 1.26033 2.84900 2.78 -0.30 0.11 -0.002
C -1.88929 2.31114 3.61328 -1.23 0.87 0.79 0.000
C -2.95805 2.85332 2.70353 1.58 2.36 -2.10 0.000
N -3.64763 1.83731 1.94022 -1.13 0.62 0.20 -0.001
C -4.97211 2.23076 1.42541 0.12 1.48 0.80 0.000
H -6.06552 0.66180 2.36037 -0.15 -0.10 0.19 0.000
H -6.82799 1.38579 0.90876 -0.18 -0.33 0.11 0.000
H -5.41338 0.24381 -0.57312 -0.22 0.00 -0.30 0.000
H -5.61956 -1.08436 0.61774 0.22 1.59 -0.07 0.000
H -3.37549 -0.91860 0.32999 0.20 0.17 0.20 0.002
H -0.24597 1.79037 2.31972 -1.33 -0.58 0.66 -0.001
H -0.56963 0.59433 3.58190 -0.79 0.43 -0.73 0.001
H -1.27758 3.20102 3.88931 0.00 -0.90 -0.20 0.000
H -2.39688 2.02786 4.55988 0.55 -0.59 -0.53 0.000
H -2.40040 3.58888 1.97486 -0.83 -1.34 0.70 0.000
H -3.64484 3.58131 3.15356 -0.19 -0.81 0.30 0.000
H -4.89874 2.80804 0.46107 0.07 -0.78 0.62 0.000
H -5.33041 2.99681 2.18119 0.08 -0.97 -0.92 0.000
O -2.44542 3.21283 -7.13083 0.56 0.75 -0.38 0.000
S -1.11031 3.56958 -7.60980 0.93 -2.19 1.59 0.000
O -1.02761 4.05143 -8.96272 0.18 0.37 0.21 0.000
O -0.19979 4.10314 -6.56756 -1.01 1.43 -1.02 0.000
C -0.16710 1.96992 -7.43291 -1.13 0.24 -1.01 0.000
N 0.64577 1.41453 -8.31294 0.86 -0.03 0.06 0.000
C 1.43510 0.43386 -7.83439 -0.70 0.20 -0.86 0.000
C 1.29044 -0.07848 -6.56448 1.24 -0.08 0.82 0.001
C 0.36229 0.55091 -5.71129 -0.01 -0.39 -2.78 -0.001
N -0.38462 1.53056 -6.21256 0.22 -1.01 2.16 0.000
C 0.11765 0.08682 -4.36000 -0.06 1.01 2.41 0.001
C 1.05032 -0.72456 -3.64664 -2.44 1.03 -0.17 -0.001
C 0.81560 -0.97927 -2.30646 0.73 -0.62 0.42 0.006
N -0.22621 -0.50465 -1.59740 -0.45 0.37 -0.25 0.005
C -1.06746 0.35299 -2.23669 1.07 -0.51 -1.59 0.000
C -0.92083 0.71121 -3.59766 0.53 -0.51 1.30 -0.002
H 2.15562 0.03184 -8.55956 -0.26 0.03 0.45 0.000
H 2.01216 -0.84351 -6.22680 -0.66 0.37 -0.18 0.000
H 1.88289 -1.13907 -4.14616 0.78 -0.36 -0.27 0.000
H 1.56096 -1.61144 -1.75992 -0.97 0.61 -0.41 -0.001
H -1.86382 0.83855 -1.68841 -0.02 -0.31 0.29 -0.001
H -1.53287 1.56672 -3.92449 0.35 -0.84 -0.56 0.000
```
Forces are in eV/Å.

As for the spin multiplicity: 7. The calculation puts the total energy at -8302.0826 a.u. As for the relative energy (zero: lowest compared OMol25 entry of this formula, charge and spin): 0.0 kcal/mol. For the LUMO energy (spin up / spin down), the calculation gives -2.20 / -2.19 eV.

=====

Entry 2:
# C38H29N6O7PS5Ti

A structure of composition C38H29N6O7PS5Ti (the ωB97M-V functional and the def2-TZVPD basis, the Open Molecules 2025 dataset).

```
87
Properties=species:S:1:pos:R:3:forces:R:3:mulliken_charge:R:1
Ti 0.74343 -0.11619 0.55838 -0.61 -0.29 0.37 0.273
O 2.82402 -0.15856 0.80354 0.32 -0.10 0.21 -0.258
C 3.70977 0.68602 0.69112 -0.06 -0.04 -0.11 -0.723
C 3.49629 2.03907 0.26399 0.12 0.03 -0.03 1.117
C 4.60132 2.86983 0.04478 -0.11 0.03 -0.01 -0.456
C 4.38826 4.14039 -0.41894 0.07 0.04 0.07 -0.634
C 3.10104 4.62090 -0.68415 -0.02 -0.01 0.02 -0.629
C 2.00996 3.81723 -0.47068 0.05 0.02 0.03 -0.946
C 2.18164 2.50656 0.02133 0.02 0.03 0.00 0.052
O 1.14333 1.75928 0.25691 0.08 -0.07 -0.09 0.897
N 5.54222 5.01822 -0.64783 0.08 -0.07 -0.26 1.031
O 5.32214 6.14701 -1.03842 -0.03 -0.02 0.10 -0.627
O 6.64993 4.55130 -0.46341 -0.07 0.04 0.10 -0.622
H 4.73931 0.37105 0.89857 0.04 0.02 0.02 0.296
H 5.60792 2.51973 0.22875 0.01 0.00 0.00 0.594
H 2.98739 5.62904 -1.05620 0.00 0.00 -0.01 0.551
H 1.00692 4.16669 -0.67183 -0.02 -0.01 0.00 0.433
N 2.01866 2.89693 5.21267 0.02 -0.01 0.02 -0.462
C 1.72688 1.62673 4.78919 0.00 0.02 -0.08 0.361
C 1.67088 1.31105 3.42313 0.11 0.02 0.02 -0.089
N 1.42402 0.08137 3.00895 -0.38 0.03 -0.14 0.557
C 1.22007 -0.85922 3.93632 0.19 -0.02 -0.02 -0.506
C 1.27741 -0.53288 5.27874 0.00 -0.09 -0.02 -0.459
N 1.52347 0.69604 5.71436 0.01 0.02 0.03 -0.632
H 1.83685 3.65780 4.58110 -0.01 0.00 0.00 0.235
H 1.81272 3.07731 6.18182 0.00 0.01 -0.01 0.269
H 1.79829 2.08172 2.67271 -0.03 0.01 0.00 0.071
H 1.02255 -1.86317 3.59322 -0.02 -0.01 0.00 0.442
H 1.10620 -1.29503 6.02956 0.00 0.02 0.01 0.388
O -4.29390 -0.26525 -2.25597 0.01 -0.04 -0.09 -0.535
C -3.42001 0.68571 -2.65075 0.07 -0.02 -0.05 0.723
C -3.83256 1.75222 -3.44705 0.00 0.00 0.02 -0.487
C -2.92390 2.70335 -3.86647 -0.01 0.01 0.00 -0.732
C -1.58533 2.60895 -3.50362 0.00 0.01 -0.01 -0.687
C -1.18147 1.57110 -2.68881 -0.02 -0.02 0.04 -0.259
C -2.08229 0.60111 -2.24123 -0.12 -0.06 -0.08 0.075
C -1.62729 -0.49197 -1.34760 0.23 -0.11 0.00 0.010
O -2.17572 -1.53176 -1.12839 -0.06 0.02 -0.03 -0.581
O -0.42492 -0.20625 -0.77476 -0.23 0.49 -0.10 1.081
H -5.18489 0.01337 -2.49979 -0.01 0.00 0.01 0.386
H -4.87807 1.83058 -3.72548 0.01 -0.01 0.00 0.313
H -3.26739 3.53066 -4.47366 0.02 0.00 0.00 0.391
H -0.87340 3.35041 -3.83939 0.00 0.00 0.01 0.421
H -0.15016 1.49406 -2.37456 0.02 0.00 0.01 0.297
S -3.59863 4.76296 -1.00047 -0.07 -0.09 0.11 -0.285
C -3.27530 3.37687 -0.14995 0.10 0.05 -0.31 0.023
S -1.65977 3.01510 0.37743 -0.04 0.14 0.09 -0.129
C -2.18862 1.49303 1.01808 -0.15 -0.16 0.04 0.080
N -3.44359 1.27099 0.84262 -0.01 0.04 0.06 -0.753
N -4.06005 2.32021 0.19877 0.05 -0.05 0.07 0.777
C -5.45879 2.14055 -0.05374 -0.02 0.03 0.03 0.631
C -5.94928 0.83825 -0.12840 -0.02 0.06 0.07 -0.458
C -7.29755 0.63108 -0.36917 0.00 -0.03 0.00 -0.473
C -8.16201 1.70650 -0.52577 -0.01 0.01 -0.01 -0.493
C -7.66872 2.99583 -0.41603 0.01 0.02 0.00 -0.653
C -6.32064 3.22367 -0.17422 0.05 -0.07 0.00 -0.650
S -1.17849 0.46139 1.99876 0.23 -0.03 -0.22 -0.227
H -5.27486 0.00751 0.00740 -0.01 0.00 0.02 0.504
H -7.67390 -0.38278 -0.42540 0.00 0.01 0.00 0.399
H -9.21391 1.53845 -0.71730 0.01 0.00 0.01 0.399
H -8.33386 3.84431 -0.51097 0.00 -0.01 0.00 0.386
H -5.94474 4.22801 -0.08272 0.01 0.04 -0.01 0.330
S 2.04962 -1.57101 -1.59784 -0.02 0.15 0.06 -0.689
P 1.65597 -3.05950 -0.34763 -0.04 -0.01 -0.03 1.583
S 0.39095 -2.49947 1.14725 0.22 0.13 0.05 -0.707
C 0.90479 -4.44380 -1.22821 0.00 -0.07 0.04 0.527
C 1.72112 -5.32724 -1.93152 0.03 -0.03 0.03 -0.521
C 1.15215 -6.33830 -2.68748 -0.01 -0.02 -0.01 -0.630
C -0.22994 -6.46685 -2.74469 -0.01 0.00 0.01 -0.442
C -1.04216 -5.58399 -2.04782 0.00 -0.02 -0.01 -0.756
C -0.47932 -4.56897 -1.28789 -0.02 0.06 -0.02 -0.319
C 3.16100 -3.72391 0.41347 0.05 -0.04 -0.02 0.235
C 4.41195 -3.21616 0.09036 0.00 0.01 -0.02 -0.269
C 5.55001 -3.73681 0.69380 0.01 -0.02 0.02 -0.779
C 5.43789 -4.76456 1.61727 -0.01 0.01 -0.01 -0.396
C 4.18608 -5.27804 1.93839 0.02 0.00 0.01 -0.699
C 3.05123 -4.75926 1.33973 -0.03 -0.03 0.03 -0.369
H 2.79949 -5.22873 -1.88555 0.00 0.01 0.00 0.401
H 1.78565 -7.02690 -3.23149 0.00 0.01 0.00 0.394
H -0.67335 -7.25715 -3.33710 0.00 0.00 0.01 0.379
H -2.11901 -5.67834 -2.09775 0.00 0.00 0.00 0.426
H -1.11160 -3.86287 -0.76271 0.01 0.00 -0.01 0.234
H 4.48540 -2.41876 -0.63897 -0.01 0.00 0.00 0.430
H 6.52491 -3.34225 0.43651 -0.01 0.00 0.00 0.423
H 6.32441 -5.17064 2.08765 0.00 0.00 -0.01 0.395
H 4.09759 -6.08284 2.65674 0.00 0.01 -0.01 0.411
H 2.07633 -5.15815 1.59642 -0.01 0.02 -0.01 0.394
```
Forces are in eV/Å.

As for the spin multiplicity: 1. The calculation puts the total energy at -5502.5951 a.u. As for the relative energy (zero: lowest compared OMol25 entry of this formula, charge and spin): 31.4 kcal/mol. For the LUMO energy, the calculation gives -1.37 eV.

=====

Entry 3:
# C38H30BBrF4N6O5S3Ti

A structure of composition C38H30BBrF4N6O5S3Ti (the ωB97M-V functional and the def2-TZVPD basis, the Open Molecules 2025 dataset).

```
89
Properties=species:S:1:pos:R:3:forces:R:3:mulliken_charge:R:1
Ti -0.46087 0.76839 -0.64675 1.34 -0.59 0.72 0.460
Br 6.76947 1.13456 0.85693 0.15 -0.03 0.08 -0.291
C 4.89483 1.33670 0.54532 -0.19 -0.33 -0.10 0.008
C 4.27250 2.50994 0.95228 -0.28 0.25 0.01 -0.685
C 2.90914 2.65513 0.69757 0.09 0.01 0.08 -0.680
C 2.17207 1.67288 0.03615 0.99 -0.49 0.20 -0.432
O 0.90180 1.85817 -0.23386 0.94 1.24 0.23 0.319
C 2.83730 0.46023 -0.37403 -0.38 0.34 -0.14 0.899
C 2.16520 -0.48596 -1.16671 0.61 0.06 -0.33 -1.312
N 0.87984 -0.35557 -1.55038 -0.56 -0.60 0.76 1.264
C 0.51001 -1.05569 -2.69829 0.43 -0.27 -0.59 -0.674
C 0.63081 -2.42555 -2.84059 -0.22 0.59 0.39 -0.465
C 0.30026 -3.03974 -4.05629 -0.09 -0.09 -0.36 -0.841
C -0.12876 -2.31248 -5.13742 0.02 -0.25 0.00 -0.943
C -0.18723 -0.90505 -5.06783 0.03 0.20 0.44 0.828
C -0.55928 -0.07263 -6.14579 -0.01 0.21 0.04 -0.832
C -0.45045 1.28535 -6.01102 -0.13 -0.21 -0.37 -0.506
C 0.05585 1.81594 -4.81208 0.17 -0.12 0.47 -0.487
N 0.36312 1.08044 -3.77289 -0.14 0.17 -0.21 -0.101
C 0.18787 -0.25875 -3.85631 0.19 -0.41 -0.14 0.689
C 4.21735 0.32147 -0.08424 -0.07 0.09 0.14 -0.717
H 4.84063 3.29855 1.42695 -0.04 -0.01 0.03 0.422
H 2.37961 3.55642 0.98198 0.02 0.04 -0.01 0.526
H 2.74680 -1.29272 -1.60667 -0.03 0.06 -0.06 0.253
H 0.96728 -3.00151 -1.98649 -0.04 -0.03 0.02 0.688
H 0.39257 -4.11644 -4.14410 -0.04 0.00 0.03 0.394
H -0.38203 -2.80550 -6.07007 -0.04 0.00 0.02 0.363
H -0.93231 -0.51661 -7.06248 0.05 -0.01 -0.02 0.367
H -0.73445 1.95058 -6.81772 0.01 0.00 0.01 0.402
H 0.20033 2.88538 -4.69371 0.00 0.01 -0.05 0.356
H 4.71778 -0.59643 -0.36722 0.06 0.05 -0.06 0.442
O -5.73593 1.32006 -1.02919 -0.02 -0.07 0.13 -0.690
C -5.29114 1.68695 -2.23997 0.17 -0.02 -0.05 0.407
C -6.22083 2.24650 -3.11370 -0.09 0.06 -0.09 -0.707
C -5.85055 2.64059 -4.38660 0.06 -0.10 0.13 -0.289
C -4.53548 2.48023 -4.80382 0.05 0.05 -0.22 -0.806
C -3.60294 1.93901 -3.93920 0.02 -0.01 0.15 -0.154
C -3.95032 1.53708 -2.65216 -0.19 0.24 -0.17 -0.163
C -2.92498 0.93625 -1.78440 0.08 -0.73 0.56 0.993
O -1.66905 1.07335 -2.01742 -1.97 0.46 -2.22 0.099
N -3.36112 0.17278 -0.80619 -0.71 0.46 -0.41 -1.120
N -2.35457 -0.53755 -0.18333 -0.43 -0.01 0.17 0.171
C -2.80830 -1.20295 0.81693 -0.43 -0.64 -0.80 0.248
S -2.02612 -2.63934 1.42168 -0.16 0.44 0.46 -0.066
C -3.09417 -2.81401 2.90619 0.24 -0.28 -0.37 -0.639
C -4.01700 -1.61804 3.04572 -0.11 0.15 -0.40 -0.513
S -4.47455 -1.00997 1.38309 0.14 0.10 0.43 -0.176
H -5.00130 0.83357 -0.58159 0.04 -0.02 -0.05 0.555
H -7.24078 2.35037 -2.76564 0.01 0.01 0.02 0.403
H -6.59028 3.06105 -5.05732 -0.01 0.02 0.01 0.352
H -4.23711 2.77553 -5.80230 0.00 0.01 0.01 0.416
H -2.57699 1.80278 -4.24845 0.08 0.04 0.02 0.369
H -2.42842 -2.91273 3.76308 -0.02 0.00 0.03 0.334
H -3.65870 -3.73693 2.77296 -0.03 0.00 0.08 0.473
H -3.52540 -0.79946 3.56958 0.02 -0.02 0.04 0.087
H -4.94539 -1.87854 3.55319 0.05 -0.01 0.09 0.453
C 6.28508 -1.58559 5.41526 0.00 -0.02 -0.05 -1.619
C 5.10345 -1.83359 4.51698 0.00 -0.02 0.04 1.149
C 4.24285 -0.80515 4.16259 0.06 0.02 -0.02 -0.952
C 3.14671 -1.03647 3.34133 -0.01 0.09 -0.21 0.391
C 2.90831 -2.31359 2.87121 -0.18 -0.11 -0.09 -0.213
C 3.76498 -3.35294 3.20724 0.09 -0.08 0.00 -1.003
C 4.85597 -3.11464 4.02335 -0.07 0.06 -0.03 -0.711
S 1.44136 -2.77775 1.94094 0.00 0.37 -0.45 1.347
O 0.63854 -3.49201 2.92478 -0.12 -0.06 0.04 -0.684
O 1.90217 -3.58637 0.83510 0.06 0.10 0.02 -0.825
N 0.78065 -1.45727 1.35611 0.69 -0.37 -0.17 0.425
C 0.11023 -0.59293 2.12176 -0.51 0.54 0.52 -0.804
C -0.00632 -0.72181 3.54063 -0.04 0.10 -0.13 -0.376
C -0.74770 0.16872 4.26309 0.02 0.03 0.04 -0.804
C -1.40983 1.19825 3.59920 -0.13 0.07 0.04 -1.310
C -1.27877 1.27403 2.23344 -0.10 0.29 -0.03 -0.937
N -0.53376 0.44713 1.48193 0.50 -1.21 1.58 1.883
H 6.32385 -0.54521 5.73592 0.00 0.01 0.02 0.353
H 7.21850 -1.81055 4.89503 0.02 0.00 0.03 0.342
H 6.23289 -2.22028 6.30314 0.05 0.02 0.01 0.342
H 4.43492 0.19962 4.51997 0.00 0.02 -0.01 0.288
H 2.49200 -0.22180 3.05929 0.10 0.00 -0.02 0.567
H 3.55810 -4.33829 2.80854 0.05 -0.03 0.05 0.438
H 5.52560 -3.92640 4.28823 0.00 -0.01 -0.02 0.349
H 0.47790 -1.56263 4.01055 -0.05 0.09 0.10 0.635
H -0.82657 0.07576 5.34120 0.04 -0.07 0.01 0.346
H -2.00833 1.92955 4.12483 -0.02 0.00 -0.05 0.454
H -1.80642 2.05008 1.69416 0.13 -0.05 0.07 0.585
F -1.60124 2.75109 -0.09572 -0.02 0.34 -0.09 -0.534
B -1.42060 4.21340 -0.15524 0.01 0.01 0.06 0.277
F -2.00912 4.73348 1.00598 -0.04 -0.08 0.06 -0.382
F -2.08181 4.67713 -1.28883 -0.04 -0.07 -0.07 -0.381
F -0.06921 4.52099 -0.19736 -0.10 -0.01 0.00 -0.385
```
Forces are in eV/Å.

As for the spin multiplicity: 1. The calculation puts the total energy at -7213.5902 a.u. As for the charge: -2. For the LUMO energy (spin up / spin down), the calculation gives 3.88 / 3.88 eV.